This record from the Open Molecules 2025 dataset describes C41H31InN3P2Si as an isolated structure. The level of theory is ωB97M-V/def2-TZVPD.

Values from the calculation:
Total charge: +1
Highest occupied orbital energy (eV): -10.3
Multiplicity: 1

Positions of all 79 atoms, in Å:
H: -1.124 -2.921 0.776
C: -4.878 -2.409 -1.219
C: -0.306 -2.596 1.414
C: 0.585 -3.524 1.926
N: -8.336 -1.645 -1.753
C: 3.292 4.246 -2.628
H: 0.618 -2.356 -1.282
H: 2.313 -3.833 3.163
H: -1.728 0.991 3.698
H: -2.318 1.677 -1.601
H: 2.144 -0.925 -5.756
C: -0.913 1.499 1.783
C: -3.194 -1.272 2.774
H: 1.450 -3.264 -5.384
H: 4.465 1.092 -2.217
C: 1.620 -3.112 2.753
H: -4.677 -2.066 4.089
C: 0.941 -2.948 -3.326
C: -5.258 0.300 1.753
H: 5.085 0.455 2.358
C: 4.585 -0.161 1.626
C: -7.191 -1.580 -1.706
C: 1.403 -0.751 -2.468
H: -6.508 -0.687 3.179
H: 2.556 -1.446 3.718
H: 0.005 4.883 3.385
H: 4.795 -3.218 0.191
C: 1.804 -1.242 -4.782
H: -6.050 0.922 1.365
C: -4.478 -1.371 3.288
C: 3.325 -1.747 -0.272
C: 5.066 -1.434 1.350
P: -1.332 -0.074 0.934
H: -1.228 1.857 -2.963
C: 2.860 -0.465 -0.015
C: -0.893 2.961 3.688
H: 0.987 0.209 2.808
H: -3.779 1.073 0.403
In: -2.145 -1.370 -1.840
N: -3.874 -2.942 -0.944
H: 3.103 1.319 1.150
H: 1.354 4.962 -2.068
C: -0.251 3.934 2.939
C: 4.176 3.178 -2.651
H: 0.475 -4.572 1.688
C: 4.426 -2.228 0.414
C: -2.947 -0.386 1.733
C: 1.400 -2.552 -4.574
H: -1.766 3.269 -2.076
C: 0.868 -0.837 2.562
C: -5.508 -0.596 2.781
Si: 0.039 2.182 -0.816
C: 1.755 -1.771 3.070
C: 2.016 4.111 -2.099
C: 0.058 3.693 1.613
C: -0.266 2.477 1.022
H: 2.848 -2.364 -1.015
N: -4.051 0.174 -2.371
C: -1.228 1.748 3.113
C: 3.786 1.931 -2.186
C: -4.986 -0.477 -2.106
P: 1.602 0.356 -1.048
C: 0.942 -2.052 -2.271
H: -2.395 -1.883 3.177
C: 1.797 -0.338 -3.735
H: 5.940 -1.803 1.864
C: -0.179 -1.244 1.739
H: 5.173 3.316 -3.041
C: 1.623 2.881 -1.604
H: 0.562 4.446 1.029
H: -1.130 3.150 4.722
H: 3.610 5.199 -3.018
C: 3.482 0.325 0.949
C: -5.801 -1.488 -1.662
C: -1.459 2.232 -1.970
H: 0.608 -3.965 -3.170
H: 2.115 0.681 -3.897
C: -3.985 0.394 1.225
C: 2.503 1.793 -1.686

Results of the natural (NBO) charge analysis, in e, for atoms 1 through 5: 0.2260 0.4134 -0.2286 -0.1950 -0.2995


This record from the Open Molecules 2025 dataset describes C41H32CrGeN8O5 as an isolated structure. The level of theory is ωB97M-V/def2-TZVPD.

Values from the calculation:
Total charge: -2
Highest occupied orbital energy (spin up / spin down) (eV): -0.1 / 0.4
Multiplicity: 5

Positions of all 88 atoms, in Å:
H: -6.877 -5.035 -0.929
H: -3.981 -3.934 -5.599
C: 0.963 1.654 5.708
C: -6.163 -4.401 -0.416
C: 3.872 -0.669 -1.215
C: 6.842 0.884 -0.877
H: 5.384 0.714 0.689
C: -4.834 -0.662 -5.578
H: 9.277 3.235 -1.014
O: -2.243 0.207 -2.136
C: 6.316 -0.314 -1.632
H: -3.600 -3.440 -3.217
H: 1.332 3.325 7.011
H: -0.265 -0.383 4.658
C: 3.130 0.283 -2.928
O: 4.955 2.079 2.666
C: 4.569 2.779 3.784
H: 2.414 0.683 -3.630
C: 6.076 2.764 2.249
Ge: -3.610 -1.075 -1.484
H: -0.852 -1.794 -4.053
C: -0.589 -1.437 -3.043
N: 2.735 -0.355 -1.791
H: -3.601 -2.167 1.389
H: 3.005 0.722 3.169
N: 0.602 -0.395 0.562
H: 3.447 3.976 5.919
C: -4.341 0.510 -0.538
C: -4.628 -2.506 -0.474
C: -4.616 -1.939 -6.078
H: 2.045 -1.279 1.867
H: -5.154 0.133 -6.243
H: -4.127 2.046 2.497
H: -5.842 -3.155 -2.123
C: 1.142 -0.710 1.714
N: 4.436 0.372 -3.063
C: -4.178 -2.938 -5.219
C: 6.245 1.256 0.316
H: 0.024 1.385 6.176
H: -5.520 1.275 -2.171
C: -5.841 -4.653 0.909
H: -6.296 -5.485 1.436
N: -0.691 0.396 2.217
C: -5.645 2.563 -0.480
N: 0.387 -0.260 2.711
H: -6.292 3.268 -0.990
N: 4.895 -0.258 -1.954
C: -1.023 -0.091 -2.546
C: 0.683 -0.285 4.135
C: 2.636 1.282 4.019
N: 6.344 3.771 3.075
H: -1.212 0.699 0.181
C: -4.925 -3.829 1.552
Cr: 0.678 -0.919 -1.538
H: -4.665 -4.015 2.589
C: 8.427 2.679 -0.635
C: 2.886 3.118 5.570
C: -0.956 -2.207 -1.812
N: 5.398 3.775 4.030
C: -3.971 -2.660 -3.872
C: -5.265 2.795 0.835
C: -4.437 1.881 1.471
C: -5.564 -3.339 -1.092
C: -4.332 -2.777 0.867
H: 6.457 -1.222 -1.044
H: -4.761 -2.148 -7.132
H: 1.264 -1.192 4.308
C: 6.721 2.365 1.059
H: -5.609 3.680 1.357
C: 1.705 2.749 6.172
C: -5.189 1.434 -1.153
C: 7.847 3.063 0.550
C: 1.445 0.923 4.632
O: -0.069 0.801 -2.437
H: -3.337 0.069 1.320
H: 6.848 -0.433 -2.574
H: -4.741 0.627 -3.887
H: 3.991 -1.205 -0.286
C: -4.618 -0.391 -4.231
H: 8.388 1.305 -2.314
C: -0.529 0.286 0.915
C: 7.933 1.590 -1.373
O: 0.034 -2.812 -1.185
C: -4.197 -1.385 -3.346
C: -3.989 0.755 0.792
C: 3.378 2.394 4.462
O: -2.202 -2.309 -1.307
H: 8.224 3.913 1.105

Results of the Mulliken charge analysis, in e, for atoms 1 through 5: 0.3792 0.3544 -0.8458 -0.7017 -0.3569


This record from the Open Molecules 2025 dataset describes C41H32N7O4RbSb as an isolated structure. The level of theory is ωB97M-V/def2-TZVPD.

Values from the calculation:
Total charge: -1
Highest occupied orbital energy (eV): -4.4
Multiplicity: 1

Positions of all 86 atoms, in Å:
N: -0.598 2.012 1.857
C: 3.394 0.965 3.842
C: 2.302 4.592 6.203
H: 1.595 2.357 0.383
C: -3.510 -1.077 -0.539
C: 1.475 2.730 4.917
H: 2.891 0.072 -1.094
H: 2.312 3.270 -0.962
C: -2.125 3.355 2.904
C: 2.644 -1.407 -3.997
C: 2.105 -0.909 -2.813
C: 0.656 -0.705 -5.111
H: -2.929 -0.079 1.253
H: 3.687 1.388 4.791
C: 0.034 -4.344 -1.236
C: 0.557 -5.571 1.104
H: 5.030 -0.422 3.337
H: -4.149 -0.951 -4.290
H: -3.047 3.893 3.072
O: -0.569 -2.336 2.268
C: 1.461 2.622 7.324
N: -0.065 2.381 -1.802
H: 3.875 -1.310 -1.637
C: 2.017 3.899 7.378
H: -0.526 5.052 0.170
C: -3.985 -1.012 -3.222
H: 1.244 2.091 8.241
C: -1.802 2.545 1.780
N: -0.107 -3.633 -0.116
C: 0.687 -6.297 -0.060
H: 0.768 1.050 6.036
C: -0.745 4.325 -0.601
C: 2.860 -0.932 -1.520
O: 0.438 -4.025 -3.552
H: 0.065 -0.573 -6.009
C: 2.188 1.254 3.121
N: 2.524 4.998 9.667
C: 0.435 -5.669 -1.274
C: -2.213 3.338 -2.203
C: 1.194 2.044 6.095
C: 4.085 0.044 3.102
C: 1.901 -1.314 -5.161
H: -5.673 -2.289 -2.840
C: 1.517 3.269 -0.211
C: -4.834 -1.752 -2.413
C: -4.598 -1.781 -1.054
H: -4.067 -1.412 1.513
C: -0.312 -3.621 -2.498
C: 2.299 4.509 8.649
H: 3.629 -1.854 -3.993
C: -3.210 -1.082 0.926
H: 2.347 -1.574 -0.800
C: -0.073 2.448 3.065
C: 0.184 -0.240 -3.885
H: -3.148 3.321 -2.752
C: 3.281 -0.191 1.951
C: -1.241 2.369 -2.423
H: 0.763 -5.981 2.083
H: -0.900 3.783 4.677
C: 0.190 3.336 -0.900
H: 1.660 4.117 0.461
N: -2.680 -0.380 -1.324
C: 2.028 4.004 4.981
H: -5.239 -2.336 -0.381
C: -2.916 -0.345 -2.636
C: 0.043 -3.422 2.362
H: 0.989 -7.338 -0.034
Sb: -1.671 0.864 -3.903
H: -2.379 -1.757 1.157
C: 1.178 2.098 3.591
O: -1.162 -2.782 -2.608
Rb: -0.093 -0.512 0.436
H: 2.736 5.582 6.256
N: 0.887 -0.361 -2.760
H: 2.243 4.530 4.059
H: 3.510 -0.877 1.144
H: -2.427 2.362 0.910
H: 0.538 -6.180 -2.220
N: 2.168 0.516 1.941
H: -2.702 5.083 -1.047
C: -1.956 4.327 -1.266
O: 0.580 -3.964 3.339
C: 0.160 -4.232 1.044
C: -1.023 3.298 3.720
H: 0.173 -3.458 -4.292
H: 2.294 -1.690 -6.099

Results of the Mulliken charge analysis, in e, for atoms 1 through 5: 0.8783 -0.9758 -0.8238 -0.1323 0.8514